No. 1
This record from the Open Molecules 2025 dataset describes a cluster of 17 separate species, C39H64N16O3S in total. The level of theory is wB97M-V/def2-TZVPD.

Each line ends with the Mulliken charge.
Positions of all 123 atoms, in Å:
1 C -3.585 0.571 0.974  -0.8989
2 C -4.041 -0.885 0.993  -0.0983
3 C -2.989 -1.942 1.423  -1.1864
4 C -1.610 -1.443 1.794  0.1666
5 C -0.720 -1.159 0.573  -0.6640
6 C 0.439 -0.247 0.983  1.0346
7 C 0.222 1.221 0.710  -0.6216
8 O -0.362 1.558 -0.580  -0.1251
9 S 0.577 1.560 -1.865  0.2891
10 O 1.939 1.370 -1.435  -0.4741
11 O 0.102 0.146 -2.524  -0.4429
12 H -2.986 0.853 1.829  0.2056
13 H -4.476 1.195 1.014  0.5272
14 H -3.101 0.828 0.035  0.0129
15 H -4.387 -1.138 -0.006  -0.0101
16 H -4.910 -0.959 1.636  0.3514
17 H -3.391 -2.468 2.287  0.2901
18 H -2.908 -2.696 0.644  0.4899
19 H -1.624 -0.593 2.470  0.2474
20 H -1.122 -2.232 2.358  -0.1543
21 H -0.284 -2.095 0.245  0.3813
22 H -1.335 -0.723 -0.206  0.4868
23 H 0.575 -0.306 2.060  0.0944
24 H 1.379 -0.580 0.546  -0.9561
25 H 1.110 1.812 0.874  0.2139
26 H -0.513 1.564 1.432  0.4556
27 H -0.001 0.310 -3.473  0.3334
28 C -2.310 -1.681 5.721  -0.7553
29 C -2.869 -0.527 5.037  0.4647
30 N -3.276 0.379 4.463  -0.4523
31 H -1.223 -1.626 5.725  0.1617
32 H -2.663 -1.727 6.750  0.3765
33 H -2.594 -2.599 5.210  0.2320
34 C -5.226 1.347 -2.464  -0.5769
35 C -6.192 0.660 -1.626  0.3734
36 N -6.963 0.107 -0.979  -0.4983
37 H -5.593 1.429 -3.489  0.2580
38 H -5.030 2.350 -2.091  0.3353
39 H -4.282 0.802 -2.480  0.1453
40 C 3.913 1.289 2.675  -0.6400
41 C 3.021 0.480 3.485  0.4753
42 N 2.330 -0.165 4.137  -0.5246
43 H 4.910 0.848 2.658  0.3630
44 H 3.556 1.360 1.648  0.0873
45 H 3.998 2.293 3.078  0.1671
46 C 0.362 -6.015 2.430  -0.9715
47 C -0.227 -4.892 3.135  0.4577
48 N -0.644 -3.988 3.706  -0.4153
49 H 0.086 -5.991 1.380  0.2891
50 H 1.447 -5.961 2.487  0.2463
51 H 0.037 -6.961 2.860  0.3696
52 C 2.478 -3.295 4.993  0.0979
53 C 3.420 -3.864 4.046  0.3658
54 N 4.170 -4.309 3.298  -0.5178
55 H 1.612 -3.940 5.124  0.2383
56 H 2.938 -3.149 5.970  -0.0338
57 H 2.116 -2.327 4.646  -0.1163
58 C 3.847 0.694 -3.852  -0.4021
59 C 4.681 0.214 -4.943  0.0876
60 N 5.336 -0.168 -5.804  -0.3464
61 H 2.998 0.034 -3.687  0.1327
62 H 4.409 0.747 -2.922  0.2289
63 H 3.463 1.690 -4.063  0.3007
64 C -1.105 4.636 1.152  -0.0740
65 C -1.446 6.037 0.970  0.1369
66 N -1.714 7.144 0.829  -0.3988
67 H -1.237 4.084 0.222  0.1334
68 H -0.065 4.534 1.467  -0.0748
69 H -1.741 4.176 1.907  0.3236
70 C 3.596 5.151 0.523  -1.0944
71 C 2.693 4.343 1.323  0.6120
72 N 1.976 3.706 1.954  -0.5269
73 H 4.591 4.709 0.510  0.3138
74 H 3.235 5.222 -0.501  0.2874
75 H 3.670 6.156 0.934  0.3480
76 C -4.635 -0.126 -6.914  -0.4760
77 C -4.907 1.074 -6.139  0.4615
78 N -5.121 2.047 -5.567  -0.4994
79 H -5.065 -0.052 -7.912  0.2624
80 H -3.564 -0.284 -7.018  0.2898
81 H -5.059 -1.003 -6.428  -0.0379
82 C 3.405 -2.542 -0.777  -0.7271
83 C 2.436 -3.421 -0.150  0.3957
84 N 1.675 -4.118 0.348  -0.3425
85 H 4.414 -2.808 -0.466  0.3415
86 H 3.344 -2.626 -1.860  0.2883
87 H 3.213 -1.506 -0.499  0.0703
88 C -5.034 3.244 -9.273  -0.8853
89 C -4.328 2.517 -10.314  0.3834
90 N -3.773 1.941 -11.136  -0.3486
91 H -5.971 2.749 -9.025  0.2621
92 H -4.434 3.302 -8.367  0.2484
93 H -5.263 4.258 -9.594  0.3209
94 C 5.567 -1.767 7.732  -0.6792
95 C 4.357 -2.279 8.354  0.2114
96 N 3.391 -2.685 8.822  -0.4153
97 H 6.396 -2.458 7.866  0.2833
98 H 5.415 -1.618 6.663  0.3260
99 H 5.854 -0.814 8.172  0.2538
100 C -3.043 0.690 -14.062  -0.6868
101 C -2.173 0.307 -15.163  0.2673
102 N -1.484 0.007 -16.030  -0.3575
103 H -2.478 1.138 -13.251  0.2540
104 H -3.786 1.414 -14.392  0.2675
105 H -3.567 -0.177 -13.665  0.2711
106 C 2.812 3.089 6.864  -0.7544
107 C 4.109 2.972 6.219  0.4093
108 N 5.126 2.860 5.698  -0.4596
109 H 2.027 3.198 6.118  0.2381
110 H 2.602 2.200 7.455  0.2574
111 H 2.790 3.956 7.521  0.3341
112 C -6.936 -3.025 -3.910  -0.6724
113 C -6.042 -3.287 -5.027  0.3866
114 N -5.349 -3.510 -5.915  -0.4326
115 H -6.393 -2.611 -3.064  0.1234
116 H -7.711 -2.316 -4.197  0.2664
117 H -7.418 -3.946 -3.586  0.3282
118 C 9.079 0.114 6.857  -0.7896
119 C 8.901 -0.699 8.050  0.3970
120 N 8.756 -1.340 8.990  -0.4082
121 H 10.078 0.545 6.836  0.3226
122 H 8.948 -0.490 5.961  0.2662
123 H 8.354 0.926 6.836  0.2466

Properties
Total charge: 0
M, Da: 837.1
F_max, hartree/bohr: 0.021
HOMO, eV: -10.4423
HOMO-LUMO gap, eV: 10.010

No. 2
This record from the Open Molecules 2025 dataset describes a cluster of 8 separate species, C39H65N7O3S in total. The level of theory is wB97M-V/def2-TZVPD.

Each line ends with the Mulliken charge.
Positions of all 115 atoms, in Å:
1 C -3.588 -3.095 1.582  -1.3833
2 C -2.539 -1.973 1.391  1.0337
3 C -3.220 -0.699 0.904  -1.0732
4 C -1.469 -2.463 0.393  -0.1876
5 C -0.594 -1.428 -0.226  0.8079
6 C 0.113 -0.419 0.285  0.3532
7 C 0.296 0.029 1.692  -0.6111
8 C -0.047 1.506 1.917  -0.4789
9 C -0.237 1.858 3.387  -0.9634
10 S 1.144 1.437 4.491  -0.1951
11 C 0.827 0.251 -0.839  0.1945
12 O 1.569 1.181 -0.808  -0.5427
13 O 0.513 -0.398 -2.018  -0.3543
14 C -0.330 -1.450 -1.695  -0.2379
15 O -0.702 -2.223 -2.515  -0.5444
16 H -3.803 -3.257 2.638  0.3421
17 H -3.237 -4.044 1.171  0.3058
18 H -4.524 -2.835 1.085  0.3064
19 H -2.087 -1.794 2.371  0.1843
20 H -2.540 0.154 0.851  -0.0060
21 H -3.640 -0.878 -0.089  -0.0422
22 H -4.045 -0.436 1.567  0.5584
23 H -0.866 -3.244 0.860  -0.2383
24 H -2.006 -2.955 -0.423  0.0070
25 H 1.349 -0.111 1.957  0.6138
26 H -0.299 -0.605 2.353  0.3766
27 H 0.738 2.134 1.493  0.2961
28 H -0.978 1.759 1.399  0.4184
29 H -0.319 2.940 3.494  0.4376
30 H -1.152 1.414 3.781  0.3624
31 H 1.070 0.106 4.374  0.1023
32 C 4.572 2.766 -1.688  -1.1399
33 C 4.240 3.799 -0.621  -0.2968
34 C 5.165 5.020 -0.646  0.2344
35 C 6.564 4.665 -0.402  0.2366
36 N 7.655 4.370 -0.207  -0.4734
37 H 5.575 2.357 -1.551  0.3775
38 H 3.860 1.944 -1.639  0.1629
39 H 4.517 3.199 -2.690  0.3326
40 H 4.283 3.346 0.370  0.2959
41 H 3.216 4.151 -0.757  0.2853
42 H 4.864 5.735 0.122  -0.4120
43 H 5.110 5.524 -1.614  0.3745
44 C 3.739 -5.604 1.688  -1.3081
45 C 3.313 -4.632 0.600  -0.6186
46 C 1.943 -4.006 0.878  0.1938
47 C 0.867 -4.997 0.925  0.3462
48 N 0.004 -5.753 0.939  -0.5799
49 H 3.072 -6.466 1.750  0.4460
50 H 4.745 -5.976 1.493  0.3281
51 H 3.755 -5.105 2.657  0.3073
52 H 3.297 -5.124 -0.374  0.3822
53 H 4.037 -3.817 0.540  0.3848
54 H 1.685 -3.278 0.105  -0.0670
55 H 1.963 -3.479 1.835  0.3078
56 C -3.117 -7.841 -1.544  -1.1840
57 C -2.468 -6.844 -2.496  -0.5931
58 C -2.992 -5.415 -2.304  0.5694
59 C -4.431 -5.339 -2.565  0.2037
60 N -5.556 -5.322 -2.785  -0.5039
61 H -4.194 -7.897 -1.706  0.3545
62 H -2.704 -8.839 -1.692  0.3605
63 H -2.941 -7.557 -0.505  0.2830
64 H -2.642 -7.149 -3.530  0.3314
65 H -1.388 -6.838 -2.338  0.3341
66 H -2.485 -4.725 -2.981  0.2606
67 H -2.806 -5.072 -1.284  -0.3715
68 C 5.392 8.334 2.383  -1.1495
69 C 4.071 8.624 1.682  -0.4191
70 C 2.870 7.975 2.382  -0.4061
71 C 2.997 6.518 2.429  0.2261
72 N 3.135 5.379 2.437  -0.3988
73 H 5.609 7.265 2.393  0.3223
74 H 6.215 8.835 1.875  0.3154
75 H 5.372 8.683 3.417  0.3569
76 H 4.112 8.273 0.649  0.2668
77 H 3.896 9.700 1.643  0.3378
78 H 1.941 8.217 1.864  0.2806
79 H 2.781 8.341 3.407  0.3035
80 C -4.274 0.453 -3.109  -0.8631
81 C -5.715 0.274 -3.567  -0.5288
82 C -6.722 0.353 -2.413  -0.2790
83 C -6.462 -0.706 -1.436  0.1363
84 N -6.213 -1.562 -0.715  -0.4645
85 H -3.987 -0.335 -2.409  -0.0162
86 H -3.590 0.404 -3.957  0.4131
87 H -4.140 1.418 -2.618  0.3369
88 H -5.828 -0.695 -4.058  0.4435
89 H -5.966 1.038 -4.305  0.1808
90 H -7.742 0.228 -2.780  0.3511
91 H -6.662 1.316 -1.906  0.2536
92 C -9.032 5.562 -3.778  -1.1281
93 C -8.012 5.551 -4.909  -0.4475
94 C -7.327 4.190 -5.077  -0.3602
95 C -6.593 3.796 -3.873  0.2475
96 N -6.021 3.502 -2.923  -0.4806
97 H -8.558 5.360 -2.817  0.3489
98 H -9.521 6.534 -3.710  0.3268
99 H -9.806 4.809 -3.939  0.3004
100 H -7.251 6.314 -4.733  0.2946
101 H -8.499 5.799 -5.853  0.3067
102 H -6.621 4.208 -5.908  0.3297
103 H -8.066 3.415 -5.289  0.2769
104 C 8.057 -5.154 4.634  -1.0665
105 C 8.588 -4.195 3.577  -0.3979
106 C 7.880 -2.836 3.597  -0.4533
107 C 6.446 -2.967 3.338  0.2357
108 N 5.327 -3.099 3.128  -0.3927
109 H 7.002 -5.377 4.471  0.2901
110 H 8.604 -6.096 4.610  0.3181
111 H 8.161 -4.731 5.635  0.3035
112 H 8.480 -4.638 2.585  0.2892
113 H 9.654 -4.021 3.732  0.3035
114 H 8.297 -2.168 2.842  0.2830
115 H 8.004 -2.353 4.568  0.2863

Properties
Total charge: 0
M, Da: 712.1
F_max, hartree/bohr: 0.008
SMILES: CC(C)CC1=C(CCCS)C(=O)OC1=O.CCCC#N.CCCC#N.CCCC#N.CCCC#N.CCCC#N.CCCC#N.CCCC#N
HOMO, eV: -9.0479
HOMO-LUMO gap, eV: 8.561

- What is the F_max in the first record?
  0.021 hartree/bohr